No. 1
Formula: C6H8N
Source: the OMol25 dataset
Level of theory: ωB97M-V with the def2-TZVPD basis set

ORCA input file:
```
! wB97M-V def2-TZVPD RIJCOSX def2/J DEFGRID3
* xyz 1 1
C -3.1005 0.2238 0.1725
C -1.9137 0.7060 -0.3156
C -0.8364 -0.1903 -0.2453
N -0.8101 -1.5064 -0.0568
C 0.3995 -0.8793 -0.0431
C 1.7748 -0.8135 0.1347
C 2.3062 0.5691 -0.0779
H -4.1113 0.8582 0.0366
H -3.2232 -0.7519 0.6320
H -1.8751 1.6976 -0.8080
H 1.8196 -1.0712 1.2091
H 2.3274 -1.5802 -0.2801
H 2.4907 0.8378 -1.0696
H 3.2398 0.7080 0.5268
H 1.5125 1.1923 0.1846
*
```

The value obtained for the LUMO energy is -5.42 eV. Its HOMO energy is -15.5 eV. For the electronic energy, the calculation gives -7830.8598 eV. For the HOMO-LUMO gap, the calculation gives 10.12 eV. The SMILES is C=CC1=[N+]=C1CC. As for the energy above the lowest of the compared OMol25 structures with the same formula, charge and spin: 111.3 kcal/mol.

Löwdin charges in e:
1 C 0.1384
2 C -0.0813
3 C -0.1003
4 N 0.3332
5 C -0.0279
6 C -0.1580
7 C -0.0389
8 H 0.1501
9 H 0.0819
10 H 0.1312
11 H 0.1829
12 H 0.1282
13 H 0.0762
14 H 0.1246
15 H 0.0595


No. 2
Formula: C6H8N
Source: the OMol25 dataset
Level of theory: ωB97M-V with the def2-TZVPD basis set

ORCA input file:
```
! wB97M-V def2-TZVPD RIJCOSX def2/J DEFGRID3
* xyz 1 1
C 4.0683 -0.5428 0.4663
C 2.9109 -0.2613 0.2359
N 1.7413 0.2687 -0.0297
C 0.5035 0.2079 -0.2142
C -0.5200 -0.8968 -0.1343
C -1.7151 -0.4695 0.7827
C 0.7732 1.5672 -0.7481
H 5.0523 -1.0146 0.5252
H -1.0790 -0.9936 -1.1050
H 0.1795 -1.6538 0.0889
H -1.4113 -0.0154 1.6859
H -2.2551 -1.4352 0.9604
H -2.3630 0.1993 0.3139
H 1.0007 1.7193 -1.7515
H 1.0032 2.3963 0.0628
*
```

The value obtained for the LUMO energy (alpha / beta) is -5.11 / -5.11 eV. Its HOMO energy (alpha / beta) is -14.6 / -14.6 eV. For the electronic energy, the calculation gives -7829.0607 eV. For the HOMO-LUMO gap (alpha / beta), the calculation gives 9.51 / 9.51 eV. The SMILES is C#C[N+]1=C(CC)C1. As for the energy above the lowest of the compared OMol25 structures with the same formula, charge and spin: 152.8 kcal/mol.

natural (NBO) charges in e:
1 C -0.0490
2 C 0.0712
3 N -0.2892
4 C 0.4229
5 C -0.4716
6 C -0.5867
7 C -0.1203
8 H 0.2820
9 H 0.2808
10 H 0.2484
11 H 0.2206
12 H 0.2515
13 H 0.2273
14 H 0.2395
15 H 0.2726


No. 3
Formula: C6H8N2
Source: the OMol25 dataset
Level of theory: ωB97M-V with the def2-TZVPD basis set

ORCA input file:
```
! wB97M-V def2-TZVPD RIJCOSX def2/J DEFGRID3
* xyz 0 1
C 0.7814 -1.1834 2.4613
C -0.3788 0.5724 1.1014
C -0.5645 0.7754 -0.2825
C -1.2169 1.2083 -1.4975
C 0.2185 -0.0889 -0.9946
C 0.9105 -0.8994 -0.1240
H -0.0768 -1.8415 2.6976
H 0.8455 -0.4989 3.2177
H 1.5499 -1.9407 2.5432
H -0.7076 1.1525 1.9381
H -2.2107 1.0552 -1.8146
H -0.9708 2.3126 -1.6669
H 0.3192 0.7566 -2.9151
H 1.4137 -1.8521 -0.4014
N 0.5161 -0.4868 1.2164
N -0.3253 0.2796 -2.2997
*
```

The value obtained for the LUMO energy is 0.99 eV. Its HOMO energy is -7.8 eV. For the electronic energy, the calculation gives -9328.4071 eV. For the HOMO-LUMO gap, the calculation gives 8.77 eV. As for the energy above the lowest of the compared OMol25 structures with the same formula, charge and spin: 76.1 kcal/mol.

natural (NBO) charges in e:
1 C -0.3971
2 C -0.0504
3 C -0.1684
4 C -0.2098
5 C 0.0727
6 C -0.1208
7 H 0.1910
8 H 0.2035
9 H 0.2218
10 H 0.2108
11 H 0.2101
12 H 0.1794
13 H 0.3635
14 H 0.2178
15 N -0.3294
16 N -0.5948


No. 4
Formula: C6H8N2
Source: the OMol25 dataset
Level of theory: ωB97M-V with the def2-TZVPD basis set

ORCA input file:
```
! wB97M-V def2-TZVPD RIJCOSX def2/J DEFGRID3
* xyz 0 1
H -1.8076 2.2499 0.6993
N -1.2561 2.2523 -0.1555
C -0.3391 1.3638 -0.1782
C 0.7042 1.4713 -1.1588
C 1.5703 1.6084 -1.9764
N 0.0070 0.5498 0.9317
C 0.0919 -0.7952 0.7979
C 0.3237 -1.7084 1.7207
C -0.5029 -1.1657 -0.7705
H 2.3215 1.5962 -2.7177
H -0.1022 0.9549 1.8562
H -0.1700 -2.6670 1.7777
H 1.1252 -1.6720 2.4400
H -0.0505 -0.8297 -1.6965
H -1.5738 -0.9691 -0.7319
H -0.3417 -2.2396 -0.8378
*
```

The value obtained for the LUMO energy is 0.33 eV. Its HOMO energy is -8.1 eV. For the electronic energy, the calculation gives -9327.2954 eV. For the HOMO-LUMO gap, the calculation gives 8.39 eV. The SMILES is [H]/N=C(/C#C)NC(=C)C. As for the energy above the lowest of the compared OMol25 structures with the same formula, charge and spin: 101.7 kcal/mol.

natural (NBO) charges in e:
1 H 0.3405
2 N -0.5741
3 C 0.3597
4 C -0.0615
5 C -0.1765
6 N -0.6392
7 C 0.2786
8 C -0.5924
9 C -0.6949
10 H 0.2381
11 H 0.4088
12 H 0.2159
13 H 0.2160
14 H 0.2429
15 H 0.2161
16 H 0.2223


No. 5
Formula: C6H8N2
Source: the OMol25 dataset
Level of theory: ωB97M-V with the def2-TZVPD basis set

ORCA input file:
```
! wB97M-V def2-TZVPD RIJCOSX def2/J DEFGRID3
* xyz 0 1
C 3.2730 0.1356 -0.2384
C 2.1081 0.0900 -0.3917
C 0.8299 -0.3013 -0.5107
C 0.3186 -1.1339 0.3086
C -1.1018 -1.4473 0.1401
N -1.8147 -0.6798 -0.6382
N -1.4906 0.6698 -0.7258
C -0.8997 1.2460 0.6140
H 4.2661 -0.0678 -0.0582
H 0.1572 0.1243 -1.2036
H 0.9761 -1.6676 0.9546
H -1.5347 -2.4202 0.1874
H -2.3740 1.2473 -0.9964
H -1.3061 0.5404 1.3296
H -1.5402 2.1535 0.7551
H 0.1329 1.5109 0.4735
*
```

The value obtained for the LUMO energy is 0.33 eV. Its HOMO energy is -8.2 eV. For the electronic energy, the calculation gives -9325.8598 eV. For the HOMO-LUMO gap, the calculation gives 8.48 eV. The SMILES is C#C/C=C/C=N\NC. As for the energy above the lowest of the compared OMol25 structures with the same formula, charge and spin: 134.9 kcal/mol.

natural (NBO) charges in e:
1 C -0.1921
2 C -0.0413
3 C -0.2858
4 C -0.2100
5 C -0.0579
6 N -0.2124
7 N -0.4773
8 C -0.4428
9 H 0.2234
10 H 0.2619
11 H 0.2139
12 H 0.2070
13 H 0.3832
14 H 0.2135
15 H 0.1958
16 H 0.2210


No. 6
Formula: C6H8N2
Source: the OMol25 dataset
Level of theory: ωB97M-V with the def2-TZVPD basis set

ORCA input file:
```
! wB97M-V def2-TZVPD RIJCOSX def2/J DEFGRID3
* xyz 0 1
C -3.3255 0.0060 0.0906
C -0.9071 0.6172 -0.6557
C -0.1143 -0.2338 0.3492
C 2.0757 1.0019 0.5285
C -2.3941 0.6899 -0.5719
C 1.4050 -0.1138 0.1911
N -4.0885 -0.5239 0.7971
N 1.7917 -1.2703 -0.4331
H -0.6137 1.5937 -0.5690
H -0.9253 0.1230 -1.7283
H -0.5946 0.0003 1.4168
H -0.4845 -1.2246 0.2446
H 3.0918 1.0800 0.3907
H 1.5838 1.8239 0.9453
H 0.9427 -1.7407 -0.7708
H 2.5567 -1.8289 -0.2251
*
```

The value obtained for the LUMO energy (alpha / beta) is -1.55 / -1.55 eV. Its HOMO energy (alpha / beta) is -8.6 / -8.6 eV. For the electronic energy, the calculation gives -9326.2316 eV. For the HOMO-LUMO gap (alpha / beta), the calculation gives 7.03 / 7.04 eV. As for the energy above the lowest of the compared OMol25 structures with the same formula, charge and spin: 126.3 kcal/mol.

natural (NBO) charges in e:
1 C 0.0530
2 C -0.4934
3 C -0.4528
4 C -0.5055
5 C 0.1364
6 C 0.1951
7 N -0.2245
8 N -0.8183
9 H 0.2443
10 H 0.2622
11 H 0.2319
12 H 0.2029
13 H 0.1992
14 H 0.2002
15 H 0.3744
16 H 0.3950


No. 7
Formula: C6H8N2
Source: the OMol25 dataset
Level of theory: ωB97M-V with the def2-TZVPD basis set

ORCA input file:
```
! wB97M-V def2-TZVPD RIJCOSX def2/J DEFGRID3
* xyz 0 1
C -2.5011 -0.4901 0.0143
C -2.1060 0.8482 0.0366
N -0.7311 0.8461 -0.0142
C -0.2442 -0.4051 0.0368
N 1.1067 -0.6986 -0.0111
C 2.0548 0.0434 0.7896
C 2.1194 0.0628 -0.7342
C -1.3325 -1.2649 0.0246
H -3.5337 -0.8294 0.0526
H -2.6722 1.7444 -0.1387
H -0.0725 1.6001 0.0560
H 2.7682 -0.5221 1.3950
H 1.7686 0.9928 1.2356
H 2.8742 -0.5437 -1.2569
H 1.8413 0.9424 -1.3064
H -1.3400 -2.3262 -0.1796
*
```

The value obtained for the LUMO energy is 0.93 eV. Its HOMO energy is -7.9 eV. For the electronic energy, the calculation gives -9330.0011 eV. For the HOMO-LUMO gap, the calculation gives 8.82 eV. The SMILES is c1c[nH]c(N2CC2)c1. As for the energy above the lowest of the compared OMol25 structures with the same formula, charge and spin: 39.4 kcal/mol.

natural (NBO) charges in e:
1 C -0.2865
2 C -0.0974
3 N -0.5138
4 C 0.2713
5 N -0.4128
6 C -0.2441
7 C -0.2462
8 C -0.3077
9 H 0.2225
10 H 0.2105
11 H 0.4031
12 H 0.2064
13 H 0.1775
14 H 0.2045
15 H 0.1883
16 H 0.2245


No. 8
Formula: C6H8N2
Source: the OMol25 dataset
Level of theory: ωB97M-V with the def2-TZVPD basis set

ORCA input file:
```
! wB97M-V def2-TZVPD RIJCOSX def2/J DEFGRID3
* xyz 0 1
N -0.9261 -0.3499 3.3589
C -1.4558 1.2560 1.7088
C -1.4205 1.7003 0.3904
C -0.9649 0.0285 2.0308
C -0.9578 0.8503 -0.6047
C -0.5119 -0.8291 0.9947
N -0.5003 -0.3790 -0.2754
C -0.0017 -1.2967 -1.2770
H -1.2131 0.4591 3.9544
H -1.8696 1.9420 2.4642
H -1.7807 2.6780 0.1121
H -0.9624 1.1338 -1.6392
H -0.1074 -1.8162 1.2504
H -0.8419 -1.8695 -1.6856
H 0.7277 -1.9695 -0.8536
H 0.4339 -0.6605 -2.0736
*
```

The value obtained for the LUMO energy is 0.26 eV. Its HOMO energy is -6.7 eV. For the electronic energy, the calculation gives -9329.8835 eV. For the HOMO-LUMO gap, the calculation gives 6.91 eV. As for the energy above the lowest of the compared OMol25 structures with the same formula, charge and spin: 42.1 kcal/mol.

natural (NBO) charges in e:
1 N -0.8155
2 C -0.2055
3 C -0.2132
4 C 0.1205
5 C -0.0924
6 C -0.0090
7 N -0.2369
8 C -0.3993
9 H 0.3113
10 H 0.2194
11 H 0.2237
12 H 0.2090
13 H 0.2261
14 H 0.2193
15 H 0.2255
16 H 0.2170


No. 9
Formula: C6H8N2
Source: the OMol25 dataset
Level of theory: ωB97M-V with the def2-TZVPD basis set

ORCA input file:
```
! wB97M-V def2-TZVPD RIJCOSX def2/J DEFGRID3
* xyz 0 1
C 2.9549 0.6560 0.2208
C 1.8566 0.1398 0.2544
C 0.5003 0.0161 -0.0894
N -0.3922 -0.4398 0.6742
C 0.0317 -0.4782 2.1317
N -0.0248 0.5783 -1.3746
C -1.2608 0.2505 -1.7333
C -2.1348 -0.4261 -1.1070
H 3.9690 0.8335 0.2636
H 0.0281 -1.4661 2.5344
H -0.5805 0.6396 2.4818
H 0.9847 -0.2096 2.0698
H 0.5137 1.2933 -1.8933
H -1.1803 0.1982 -2.8569
H -2.1893 -0.5885 0.0601
H -3.0764 -0.9970 -1.6363
*
```

The value obtained for the LUMO energy is 0.57 eV. Its HOMO energy is -8.0 eV. For the electronic energy, the calculation gives -9325.2211 eV. For the HOMO-LUMO gap, the calculation gives 8.58 eV. The SMILES is C#C/C(=N\C)NC=C. As for the energy above the lowest of the compared OMol25 structures with the same formula, charge and spin: 149.6 kcal/mol.

natural (NBO) charges in e:
1 C -0.1362
2 C -0.1044
3 C 0.3233
4 N -0.4378
5 C -0.4056
6 N -0.5974
7 C -0.0711
8 C -0.4515
9 H 0.2288
10 H 0.2156
11 H 0.2126
12 H 0.1699
13 H 0.4091
14 H 0.1883
15 H 0.2621
16 H 0.1942


No. 10
Formula: C6H8N2O
Source: the OMol25 dataset
Level of theory: ωB97M-V with the def2-TZVPD basis set

ORCA input file:
```
! wB97M-V def2-TZVPD RIJCOSX def2/J DEFGRID3
* xyz 0 1
C -0.9291 -0.6106 0.1284
C 2.3242 -0.3108 0.0075
C -0.1005 -0.5645 -0.9798
C -0.4927 0.9580 -0.7510
C -0.3418 0.9140 0.8162
C 0.2507 -0.4354 0.9612
H -2.6911 0.1462 -0.6406
H 2.8331 -0.5516 -0.9971
H 2.8711 -1.1088 0.6022
H -0.1293 -0.8913 -2.0394
H -1.4614 1.3641 -1.0003
H 2.6599 0.6636 0.2308
H -1.1014 1.2392 1.5389
H 0.1194 -0.7706 2.1093
N 1.0532 -0.8618 -0.1501
N 0.4384 1.7642 -0.1101
O -2.2257 -0.7639 0.1153
*
```

The value obtained for the LUMO energy is -0.15 eV. Its HOMO energy is -7.5 eV. For the electronic energy, the calculation gives -11369.7511 eV. For the HOMO-LUMO gap, the calculation gives 7.33 eV. As for the energy above the lowest of the compared OMol25 structures with the same formula, charge and spin: 221.3 kcal/mol.

natural (NBO) charges in e:
1 C 0.3890
2 C -0.4270
3 C -0.1310
4 C -0.0320
5 C -0.0948
6 C -0.0725
7 H 0.4450
8 H 0.1959
9 H 0.1983
10 H 0.2478
11 H 0.1650
12 H 0.2303
13 H 0.2214
14 H 0.2420
15 N -0.3741
16 N -0.5636
17 O -0.6396


No. 11
Formula: C6H8N2O
Source: the OMol25 dataset
Level of theory: ωB97M-V with the def2-TZVPD basis set

ORCA input file:
```
! wB97M-V def2-TZVPD RIJCOSX def2/J DEFGRID3
* xyz 0 1
N -1.3933 1.9275 0.2771
C -0.7722 0.7565 -0.2836
C -1.6606 -0.1874 -1.1030
C -1.4881 -1.4156 -0.6213
C -0.5103 -1.2969 0.4378
N -0.0719 -0.1191 0.6887
H -2.0479 1.6334 0.9352
H -0.6443 2.4580 0.7426
H 0.1244 1.0261 -0.9274
H -2.3088 0.2391 -1.8856
H -2.0364 -2.3505 -0.8164
H -0.5863 -2.2027 0.9874
C 2.6520 -0.2336 0.8241
C 2.7213 0.1811 -0.3813
O 2.7781 0.5334 -1.4762
H 2.9496 -1.3276 1.0752
H 2.2948 0.3782 1.5269
*
```

The value obtained for the LUMO energy is 0.45 eV. Its HOMO energy is -8.6 eV. For the electronic energy, the calculation gives -11376.1490 eV. For the HOMO-LUMO gap, the calculation gives 9.04 eV. The SMILES is N[C@@H]1C=CC=N1.C=C=O. As for the energy above the lowest of the compared OMol25 structures with the same formula, charge and spin: 73.7 kcal/mol.

natural (NBO) charges in e:
1 N -0.8010
2 C 0.0174
3 C -0.1550
4 C -0.2896
5 C 0.0431
6 N -0.4030
7 H 0.3585
8 H 0.3684
9 H 0.2188
10 H 0.2267
11 H 0.2233
12 H 0.1868
13 C -0.7511
14 C 0.7080
15 O -0.4746
16 H 0.2662
17 H 0.2570


No. 12
Formula: C6H8N2O
Source: the OMol25 dataset
Level of theory: ωB97M-V with the def2-TZVPD basis set

ORCA input file:
```
! wB97M-V def2-TZVPD RIJCOSX def2/J DEFGRID3
* xyz 0 1
C 1.2851 1.9549 0.4444
N 0.2872 1.0407 0.0525
N -0.7293 1.4661 -0.5773
C -1.6423 0.4489 -0.8933
C -1.6539 -0.8055 -0.4883
C -0.8019 -1.3571 0.6252
C 0.5814 -1.7837 0.2162
C 1.5064 -1.0602 -0.3380
O 2.4115 -0.4563 -0.8203
H 0.8188 2.7850 1.0548
H 1.9407 1.3584 1.1006
H 1.8984 2.4718 -0.3350
H -2.3399 0.8087 -1.6364
H -2.5006 -1.4537 -0.8648
H -0.4095 -0.5777 1.3306
H -1.4033 -2.0854 1.0759
H 0.7513 -2.7550 0.0532
*
```

The value obtained for the LUMO energy is -0.14 eV. Its HOMO energy is -8.7 eV. For the electronic energy, the calculation gives -11375.2850 eV. For the HOMO-LUMO gap, the calculation gives 8.55 eV. The SMILES is C/N=N/C=C\CC=C=O. As for the energy above the lowest of the compared OMol25 structures with the same formula, charge and spin: 93.7 kcal/mol.

natural (NBO) charges in e:
1 C -0.4702
2 N -0.1852
3 N -0.1646
4 C -0.0924
5 C -0.1282
6 C -0.4599
7 C -0.5359
8 C 0.7322
9 O -0.5067
10 H 0.2139
11 H 0.2136
12 H 0.2337
13 H 0.2022
14 H 0.2156
15 H 0.2604
16 H 0.2233
17 H 0.2483


> The lowest energy above the lowest of the compared OMol25 structures with the same formula, charge and spin belongs to which entry?

number 7


> The highest electronic energy belongs to which entry?

number 2